Record 1
Computed, not measured: a structure of composition C32H34BrN8O3STl, with the ωB97M-V functional and the def2-TZVPD basis.

The geometry in XYZ format:
```
80
Properties=species:S:1:pos:R:3:forces:R:3
Tl -1.017 0.662 0.800 -1.176 0.008 0.174
C -1.966 5.354 -3.605 0.003 -0.050 0.015
C -1.943 3.856 -3.888 0.006 0.116 0.050
N -0.757 3.199 -3.382 0.041 0.018 0.028
C -0.575 2.714 -2.130 -0.339 0.198 -0.012
S -1.876 2.794 -1.013 0.073 -0.005 -0.027
N 0.666 2.262 -1.949 0.109 -0.138 -0.007
N 0.882 1.552 -0.838 0.019 0.054 -0.114
C 2.096 1.153 -0.640 0.244 -0.037 -0.024
C 3.243 1.509 -1.544 -0.042 -0.014 0.028
C 2.353 0.259 0.503 0.084 0.039 0.068
C 3.641 -0.222 0.771 0.060 -0.054 -0.021
C 3.841 -1.093 1.826 0.001 0.073 0.002
C 2.763 -1.476 2.611 -0.041 0.025 -0.052
C 1.524 -0.945 2.291 -0.038 0.009 0.052
N 1.322 -0.114 1.276 0.962 0.032 0.273
H -2.870 5.806 -4.019 0.008 0.009 0.002
H -1.954 5.525 -2.529 0.008 0.011 -0.008
H -1.100 5.848 -4.049 -0.006 0.010 0.000
H -2.810 3.383 -3.428 -0.001 -0.034 -0.036
H -1.986 3.671 -4.963 -0.004 -0.019 -0.002
H 0.076 3.201 -3.949 -0.002 -0.061 -0.006
H 2.887 2.175 -2.323 0.026 -0.023 0.014
H 4.041 2.009 -0.989 0.015 -0.017 0.004
H 3.668 0.617 -2.011 0.030 0.007 -0.002
H 4.475 0.080 0.156 -0.004 -0.008 -0.023
H 4.834 -1.470 2.037 0.006 0.021 -0.029
H 2.877 -2.158 3.442 -0.020 0.027 0.031
H 0.643 -1.191 2.878 -0.019 -0.011 -0.032
C -3.483 -0.374 4.806 0.042 0.016 -0.010
C -3.614 0.546 3.614 -0.103 -0.015 -0.049
O -3.918 0.140 2.507 -0.045 -0.022 0.036
N -3.417 1.865 3.884 0.109 0.049 0.004
C -3.421 2.883 2.858 -0.059 -0.008 0.015
C -2.111 3.628 2.756 0.017 0.089 0.038
C -2.100 5.016 2.747 0.009 0.021 -0.080
C -0.889 5.681 2.637 -0.033 0.006 -0.017
C 0.273 4.936 2.544 0.035 -0.011 -0.020
C 0.165 3.555 2.552 -0.028 -0.048 -0.022
N -0.993 2.909 2.666 0.038 0.110 0.130
H -3.235 -1.371 4.455 -0.003 0.003 -0.023
H -4.441 -0.421 5.326 0.003 -0.002 0.009
H -2.722 -0.030 5.506 -0.016 -0.006 0.021
H -3.114 2.128 4.806 0.033 -0.057 -0.006
H -4.218 3.605 3.048 -0.046 -0.014 -0.058
H -3.642 2.375 1.918 0.035 0.014 -0.032
H -3.031 5.564 2.804 0.003 -0.002 0.037
H -0.857 6.763 2.619 0.007 -0.003 0.014
H 1.241 5.409 2.458 0.000 -0.009 -0.025
H 1.045 2.928 2.448 0.035 0.022 0.029
C -3.886 -0.794 -1.212 -0.006 0.045 -0.001
O -2.516 -1.122 -1.032 0.082 -0.153 -0.054
C -2.043 -2.250 -1.603 -0.121 0.049 -0.031
C -2.777 -3.087 -2.428 -0.001 0.005 0.021
C -2.163 -4.206 -2.982 0.002 -0.006 -0.016
Br -3.179 -5.315 -4.135 0.007 0.003 0.019
C -0.853 -4.523 -2.719 0.016 0.006 -0.032
C -0.118 -3.695 -1.865 0.008 -0.037 0.027
C -0.703 -2.558 -1.330 0.106 -0.012 -0.038
O -0.021 -1.696 -0.509 -0.202 -0.128 -0.144
C 1.273 -4.057 -1.549 0.024 0.015 0.008
N 2.071 -4.713 -2.342 0.004 -0.035 -0.028
C 3.254 -4.856 -1.635 0.004 0.031 0.023
C 4.451 -5.467 -2.007 0.006 0.006 0.003
C 5.489 -5.460 -1.097 0.017 -0.007 -0.020
C 5.357 -4.859 0.164 -0.017 0.009 -0.005
C 4.181 -4.243 0.549 0.021 -0.040 0.027
C 3.141 -4.254 -0.374 -0.028 -0.022 -0.039
N 1.863 -3.737 -0.345 0.018 0.046 0.039
H -4.529 -1.593 -0.838 0.003 -0.010 -0.003
H -4.103 -0.592 -2.263 0.006 -0.021 -0.013
H -4.052 0.108 -0.630 0.019 -0.003 0.017
H -3.810 -2.872 -2.653 -0.002 0.004 -0.014
H -0.375 -5.389 -3.152 -0.010 -0.009 0.012
H 0.902 -1.635 -0.784 0.013 0.050 -0.053
H 4.550 -5.926 -2.982 -0.001 -0.006 0.006
H 6.430 -5.927 -1.359 -0.003 -0.001 0.002
H 6.195 -4.878 0.849 0.004 -0.007 0.001
H 4.077 -3.774 1.520 0.000 -0.090 -0.060
H 1.398 -3.323 0.445 -0.006 -0.005 0.010
```
Positions in Å, forces in eV/Å.

Properties
Electronic energy (eV): -137371.82873
E_LUMO (eV): 0.0
Energy above the lowest of the compared OMol25 structures with the same formula, charge and spin (kcal/mol): 34.7
HOMO (eV): -6.9
F_max (eV/Å): 1.19
Kohn-Sham gap (eV): 6.8988

Löwdin atomic charge list, values in e, 6 entries: 0.799, -0.099, -0.295, -0.034, -0.813, 0.515


Record 2
Computed, not measured: a structure of composition C32H34CaN5PS3, with the ωB97M-V functional and the def2-TZVPD basis.

The geometry in XYZ format:
```
76
Properties=species:S:1:pos:R:3:forces:R:3
Ca 0.729 0.329 0.830 -0.053 0.341 0.048
C -2.389 -3.933 -3.675 -0.032 0.006 0.001
C -1.262 -3.988 -2.646 0.090 -0.016 0.107
N -0.185 -3.061 -2.925 -0.172 0.209 -0.064
C -0.339 -1.699 -2.597 0.196 -0.178 0.235
S 0.404 -0.578 -3.668 -0.058 0.087 0.001
N -0.963 -1.493 -1.469 -0.182 0.052 -0.183
N -1.065 -0.214 -0.974 0.392 -0.091 -0.258
C -1.890 0.606 -1.498 -0.260 0.100 0.244
C -2.790 0.236 -2.639 0.046 -0.083 0.022
C -2.008 1.929 -0.804 -0.013 -0.097 -0.069
C -2.882 2.927 -1.234 0.073 -0.033 0.073
C -2.987 4.091 -0.486 0.021 -0.003 0.023
C -2.234 4.224 0.664 0.001 -0.005 0.020
C -1.365 3.193 1.010 -0.041 -0.008 0.009
N -1.245 2.090 0.283 -0.024 -0.014 -0.166
H -3.224 -4.577 -3.383 0.000 -0.007 -0.009
H -2.039 -4.255 -4.659 0.015 0.005 -0.001
H -2.757 -2.910 -3.772 -0.008 0.006 0.032
H -0.849 -5.002 -2.589 -0.006 0.015 -0.032
H -1.648 -3.744 -1.657 -0.002 -0.005 -0.008
H 0.214 -3.128 -3.848 0.038 -0.083 -0.058
H -2.197 0.109 -3.547 0.023 0.026 -0.006
H -3.575 0.964 -2.816 -0.039 0.039 0.025
H -3.250 -0.730 -2.412 0.043 -0.006 -0.009
H -3.468 2.811 -2.132 -0.004 -0.031 -0.037
H -3.659 4.880 -0.806 0.005 0.005 0.007
H -2.293 5.108 1.286 -0.011 -0.001 -0.005
H -0.720 3.243 1.880 0.015 0.032 -0.005
C -0.228 1.490 5.627 -0.014 0.034 0.058
C 0.238 1.458 4.181 -0.083 -0.100 -0.033
S -0.428 0.084 3.273 -0.061 0.054 0.199
C 1.093 2.402 3.735 -0.006 0.072 -0.081
C 1.596 3.472 4.685 0.012 0.029 0.078
S 1.737 2.588 2.094 0.076 0.061 0.154
H -1.076 0.818 5.750 -0.018 -0.002 0.004
H -0.535 2.492 5.947 0.007 -0.017 -0.002
H 0.559 1.155 6.316 -0.004 -0.006 -0.006
H 1.645 3.131 5.724 0.002 0.016 -0.035
H 0.958 4.366 4.658 -0.008 0.006 0.000
H 2.593 3.787 4.379 0.016 0.001 -0.002
N 2.724 -0.657 0.476 -0.057 -0.384 -0.340
P 3.132 -2.102 0.229 0.053 0.034 0.025
C 3.271 -2.700 -1.511 0.062 -0.011 0.004
C 3.723 -1.764 -2.438 -0.070 0.058 0.027
C 3.923 -2.118 -3.761 0.007 -0.018 -0.063
C 3.665 -3.417 -4.181 0.009 0.035 -0.027
C 3.201 -4.353 -3.271 -0.015 -0.039 0.034
C 3.005 -3.995 -1.943 0.055 -0.063 0.017
C 2.132 -3.433 1.014 0.046 0.009 0.015
C 0.856 -3.679 0.509 -0.056 -0.019 0.004
C -0.003 -4.554 1.156 -0.015 0.000 0.013
C 0.399 -5.193 2.322 -0.017 -0.024 0.009
C 1.664 -4.949 2.837 -0.011 -0.009 0.011
C 2.522 -4.072 2.187 0.026 -0.013 0.010
C 4.840 -2.497 0.821 -0.022 0.005 0.054
C 5.470 -1.489 1.542 -0.004 0.000 0.004
C 6.758 -1.673 2.028 -0.002 0.031 0.015
C 7.426 -2.867 1.797 0.033 -0.002 0.016
C 6.803 -3.879 1.075 0.024 -0.027 -0.005
C 5.518 -3.691 0.589 -0.023 0.007 -0.029
H 3.875 -0.743 -2.106 -0.005 -0.013 0.010
H 4.250 -1.372 -4.475 -0.012 -0.006 0.004
H 3.802 -3.690 -5.221 0.005 0.003 0.000
H 2.972 -5.363 -3.594 0.007 -0.001 -0.008
H 2.628 -4.732 -1.243 0.003 0.006 -0.001
H 0.513 -3.170 -0.384 0.023 0.051 -0.052
H -0.998 -4.714 0.757 -0.001 -0.017 0.012
H -0.278 -5.864 2.838 0.002 0.002 -0.004
H 1.977 -5.425 3.759 -0.003 -0.002 -0.004
H 3.500 -3.871 2.610 -0.005 0.003 -0.011
H 4.914 -0.568 1.698 -0.002 0.002 -0.001
H 7.240 -0.880 2.589 0.005 -0.007 0.000
H 8.431 -3.012 2.177 -0.002 0.001 -0.002
H 7.323 -4.812 0.888 0.000 0.003 0.002
H 5.037 -4.478 0.019 -0.010 -0.010 -0.008
```
Positions in Å, forces in eV/Å.

Properties
Electronic energy (eV): -101423.17041
E_LUMO (eV): 4.5
Energy above the lowest of the compared OMol25 structures with the same formula, charge and spin (kcal/mol): 19.7
HOMO (eV): -0.3
Net charge: -2
F_max (eV/Å): 0.52
Kohn-Sham gap (eV): 4.7960

Löwdin atomic charge list, values in e, 6 entries: 0.874, -0.099, -0.290, -0.063, -0.923, 0.453


Record 3
Computed, not measured: a structure of composition C32H34Cl2N4OS2W, with the ωB97M-V functional and the def2-TZVPD basis.

The geometry in XYZ format:
```
76
Properties=species:S:1:pos:R:3:forces:R:3
W 0.516 0.194 -0.602 -0.439 0.651 -0.403
Cl 1.324 -2.253 -0.514 0.046 -0.123 0.124
C 0.532 -2.865 -1.968 0.124 0.057 0.265
C 0.127 -4.179 -1.999 -0.064 0.072 -0.156
C -0.502 -4.619 -3.159 0.035 0.059 0.038
C -0.706 -3.751 -4.219 0.022 -0.026 0.069
C -0.277 -2.432 -4.142 -0.068 0.051 -0.191
Cl -0.556 -1.376 -5.475 0.010 0.004 0.025
C 0.364 -1.955 -3.003 0.061 -0.018 0.083
S 0.981 -0.300 -2.890 -0.077 -0.107 0.228
H 0.286 -4.828 -1.152 0.006 -0.047 0.017
H -0.836 -5.643 -3.231 -0.017 -0.032 -0.003
H -1.198 -4.086 -5.120 -0.019 -0.021 -0.034
C -1.856 -3.066 3.620 -0.035 -0.008 0.059
C -1.006 -3.124 2.352 0.113 0.025 -0.069
C -1.803 -2.866 1.096 -0.072 -0.088 -0.053
C -2.658 -3.870 0.637 -0.034 -0.020 -0.011
C -3.389 -3.735 -0.528 0.064 0.092 0.011
C -3.271 -2.580 -1.293 0.024 -0.072 0.061
C -2.434 -1.563 -0.872 -0.050 -0.057 -0.013
C -2.287 -0.306 -1.672 0.264 -0.046 -0.217
C -3.165 0.844 -1.222 -0.064 -0.003 0.043
C -1.740 -1.704 0.330 0.099 0.168 0.008
N -0.872 -0.612 0.688 0.018 -0.050 -0.151
C -0.828 -0.150 1.927 0.051 -0.170 0.080
C 0.270 0.622 2.274 -0.094 0.051 -0.094
C 0.654 1.318 3.426 0.084 -0.056 -0.025
C 1.906 1.855 3.160 -0.013 -0.011 -0.032
C 2.235 1.488 1.855 -0.063 -0.080 -0.058
N 1.257 0.748 1.292 0.319 -0.102 0.236
H -1.247 -3.245 4.503 0.014 -0.005 0.017
H -2.641 -3.820 3.596 -0.007 -0.031 -0.016
H -2.356 -2.104 3.739 0.006 0.043 0.007
H -0.566 -4.120 2.267 -0.024 -0.010 0.012
H -0.155 -2.441 2.425 -0.038 0.010 0.017
H -2.735 -4.786 1.209 0.007 -0.024 0.020
H -4.037 -4.536 -0.853 -0.044 -0.045 -0.021
H -3.821 -2.479 -2.219 -0.028 0.016 -0.043
H -2.392 -0.507 -2.743 -0.136 -0.033 0.075
H -1.202 0.013 -1.681 -0.205 0.090 -0.001
H -4.209 0.543 -1.311 -0.008 0.020 -0.007
H -3.016 1.731 -1.837 0.011 0.014 -0.003
H -2.989 1.097 -0.175 0.016 0.008 -0.014
H -1.592 -0.446 2.636 -0.048 0.107 -0.002
H 0.091 1.390 4.341 -0.045 -0.004 0.046
H 2.532 2.417 3.831 0.022 0.042 0.030
H 3.149 1.700 1.330 0.076 0.029 -0.031
C 5.319 2.426 -2.123 -0.002 0.036 -0.054
C 4.501 1.544 -1.187 -0.014 -0.060 -0.011
C 3.003 1.747 -1.379 -0.073 -0.170 -0.186
N 2.584 3.040 -0.876 0.040 0.203 -0.012
C 1.351 3.462 -0.743 0.097 0.175 0.122
S -0.071 2.488 -0.998 0.030 -0.461 -0.058
N 1.109 4.753 -0.428 0.057 -0.086 0.115
C 2.077 5.789 -0.295 0.045 0.128 -0.488
O 3.250 5.537 -0.486 -0.141 -0.215 0.200
C 1.556 7.136 -0.018 0.010 -0.182 0.102
C 2.488 8.174 -0.038 -0.009 0.099 0.033
C 2.077 9.470 0.212 0.027 -0.033 -0.020
C 0.742 9.734 0.483 -0.054 0.008 0.013
C -0.191 8.704 0.509 0.094 -0.025 -0.034
C 0.214 7.405 0.258 -0.053 0.131 0.042
H 6.383 2.262 -1.968 0.009 -0.034 0.018
H 5.136 3.489 -1.959 -0.010 0.027 0.007
H 5.094 2.202 -3.166 0.000 0.003 -0.008
H 4.771 1.741 -0.147 -0.026 -0.010 0.031
H 4.716 0.490 -1.371 0.017 0.031 -0.045
H 2.491 0.904 -0.838 0.284 0.222 0.139
H 2.735 1.650 -2.436 0.030 0.015 0.115
H 3.294 3.788 -0.775 -0.165 -0.136 0.032
H 0.136 4.996 -0.312 0.034 0.022 0.004
H 3.524 7.952 -0.252 -0.002 -0.009 0.003
H 2.797 10.275 0.194 0.010 0.020 -0.003
H 0.424 10.749 0.677 -0.008 0.010 0.008
H -1.228 8.912 0.726 -0.029 0.017 0.003
H -0.545 6.634 0.297 0.002 -0.050 0.009
```
Positions in Å, forces in eV/Å.

Properties
Electronic energy (eV): -90271.95774
E_LUMO (spin up / spin down) (eV): -7.4 / -7.4
Energy above the lowest of the compared OMol25 structures with the same formula, charge and spin (kcal/mol): 0.8
HOMO (spin up / spin down) (eV): -13.8 / -13.7
Net charge: +2
F_max (eV/Å): 0.88
Kohn-Sham gap (spin up / spin down) (eV): 6.3849 / 6.3237

Löwdin atomic charge list, values in e, 6 entries: 0.998, 0.791, -0.590, -0.073, -0.032, -0.069